Molecular formula: C24H33NO7S4Sr
Method: DFT, ωB97M-V/def2-TZVPD

Geometry as XYZ:
```
70
Properties=species:S:1:pos:R:3
Sr -0.48 0.86 0.01
C 2.55 2.28 0.20
C 2.27 1.83 1.63
O 0.86 1.76 1.81
C 0.29 2.31 2.99
C -1.16 2.68 2.71
O -1.93 1.65 2.10
C -2.32 0.54 2.93
C -1.42 -0.66 2.72
O -1.43 -0.97 1.34
C -0.66 -2.16 1.00
C 0.83 -1.94 1.12
O 1.16 -0.81 0.29
C 2.45 -0.84 -0.32
C 2.53 0.34 -1.28
O 1.86 1.52 -0.78
H 3.63 2.26 0.02
H 2.19 3.30 0.08
H 2.73 2.55 2.31
H 2.71 0.85 1.83
H 0.83 3.21 3.30
H 0.35 1.59 3.81
H -1.18 3.48 1.97
H -1.62 3.03 3.64
H -3.32 0.27 2.63
H -2.32 0.82 3.99
H -1.79 -1.50 3.31
H -0.40 -0.43 3.06
H -0.90 -2.39 -0.05
H -0.97 -3.00 1.62
H 1.33 -2.83 0.75
H 1.13 -1.74 2.15
H 2.57 -1.77 -0.89
H 3.23 -0.80 0.45
H 2.00 0.08 -2.19
H 3.57 0.55 -1.51
S -1.32 0.03 -2.61
S 0.04 -1.29 -3.46
S -0.35 -3.22 -2.70
S 1.26 -3.91 -1.68
C -4.81 2.95 -7.29
O -4.02 2.92 -6.10
C -2.69 3.09 -6.23
C -2.04 3.44 -7.40
C -0.66 3.61 -7.40
C 0.08 3.39 -6.25
C -0.58 3.03 -5.08
C -1.96 2.92 -5.06
N -2.67 2.57 -3.87
C -2.37 2.89 -2.66
C -1.70 4.08 -2.22
C -1.74 5.30 -2.92
C -1.22 6.44 -2.37
C -0.59 6.36 -1.10
C -0.50 5.18 -0.42
C -1.06 3.99 -0.96
O -0.95 2.86 -0.38
H -5.84 2.85 -6.97
H -4.55 2.12 -7.95
H -4.69 3.89 -7.82
H -2.60 3.59 -8.32
H -0.16 3.90 -8.32
H 1.16 3.47 -6.26
H -0.03 2.81 -4.17
H -3.39 1.86 -3.99
H -2.72 2.21 -1.90
H -2.25 5.36 -3.88
H -1.30 7.39 -2.88
H -0.16 7.26 -0.66
H -0.01 5.13 0.55
```

* charge: 0
* F_max: 2.82 eV/A
* HOMO-LUMO gap: 4.2437 eV
* calculated total energy: -85422.546 eV
* M: 663.42 g mol⁻¹
* HOMO: -0.1806 Eh

Mulliken atomic charge list, values in e, 6 entries: Sr 2.37; C -0.76; C -0.63; O 0.16; C -0.70; C -0.56

***

Molecular formula: C25H25FeNSi
Method: DFT, ωB97M-V/def2-TZVPD

Geometry as XYZ:
```
53
Properties=species:S:1:pos:R:3
C 2.02 1.26 -0.66
C 1.21 1.87 -1.69
C 0.89 0.85 -2.66
C 1.49 -0.39 -2.22
C 2.18 -0.14 -0.98
Fe 0.18 0.30 -0.80
N -0.36 -0.81 0.82
C -1.14 0.35 1.37
C -1.21 1.29 0.15
H 0.28 0.99 -3.54
H 0.94 2.92 -1.74
H 1.42 -1.35 -2.70
H 2.76 -0.86 -0.42
H 2.49 1.78 0.18
H -0.93 2.29 0.45
H -0.52 0.80 2.15
H 0.40 -0.98 1.50
H -2.16 1.30 -0.36
H -2.14 0.17 1.76
C 0.91 -5.56 -2.57
C 0.27 -4.41 -3.03
C -0.23 -3.46 -2.12
C -0.10 -3.64 -0.72
C 0.50 -4.84 -0.28
C 1.02 -5.77 -1.19
Si -1.02 -2.42 0.38
C -2.70 -2.38 -0.46
C -3.21 -1.23 -1.07
C -4.56 -1.17 -1.44
C -5.38 -2.30 -1.35
C -4.84 -3.50 -0.88
C -3.51 -3.55 -0.44
C -1.38 -3.07 2.07
C -2.59 -2.61 2.62
C -2.88 -2.83 3.97
C -1.96 -3.53 4.77
C -0.81 -4.07 4.20
C -0.50 -3.82 2.85
H 1.33 -6.29 -3.28
H 0.16 -4.24 -4.10
H -0.76 -2.60 -2.52
H 0.55 -5.07 0.78
H 1.50 -6.68 -0.82
H -2.56 -0.37 -1.24
H -4.96 -0.21 -1.79
H -6.43 -2.23 -1.64
H -5.46 -4.39 -0.83
H -3.10 -4.49 -0.06
H -3.32 -2.07 2.01
H -3.81 -2.45 4.39
H -2.15 -3.64 5.84
H -0.13 -4.68 4.81
H 0.44 -4.20 2.44
```

* charge: -1
* F_max: 3.42 eV/A
* HOMO-LUMO gap (spin up / spin down): 3.0522 / 7.6909 eV
* spin multiplicity: 6
* calculated total energy: -70082.969 eV
* M: 423.41 g mol⁻¹
* <S²>: 8.784
* HOMO (spin up / spin down): -0.0042 / -0.1781 Eh

Mulliken atomic charge list, values in e, 6 entries: C -0.39; C -0.57; C -0.74; C -0.39; C -0.60; Fe 0.24

***

Molecular formula: C4H9NO3S
Method: DFT, ωB97M-V/def2-TZVPD

Geometry as XYZ:
```
18
Properties=species:S:1:pos:R:3
C 1.98 -3.10 0.04
C 0.03 0.70 -0.56
C -2.81 1.45 1.30
C -1.72 2.07 0.35
N 2.53 -0.86 -1.52
O 0.15 0.64 -1.76
O 2.48 -0.80 1.13
O -0.52 1.22 0.45
S 1.79 -1.40 -0.01
H 2.03 -3.66 0.95
H 1.27 -3.43 -0.69
H -3.35 0.73 0.82
H -2.23 1.04 2.10
H -3.40 2.17 1.73
H -1.32 3.06 0.55
H -2.05 2.05 -0.68
H 1.87 -0.38 -2.13
H 3.27 -1.49 -2.08
```

* charge: 0
* F_max: 4.40 eV/A
* HOMO-LUMO gap (spin up / spin down): 6.7321 / 8.4667 eV
* relative energy (zero: lowest compared OMol25 entry of this formula, charge and spin): 5.448 eV
* calculated total energy: -22755.944 eV
* M: 151.19 g mol⁻¹
* HOMO (spin up / spin down): -0.2761 / -0.2981 Eh

Mulliken atomic charge list, values in e, 6 entries: C -0.79; C 0.45; C -1.16; C -0.30; N -0.45; O -0.52

***

Molecular formula: C21H23N5
Method: DFT, ωB97M-V/def2-TZVPD

Geometry as XYZ:
```
49
Properties=species:S:1:pos:R:3
C 4.99 2.13 0.14
C 5.62 2.96 -0.77
N 5.03 4.00 -1.34
C 3.77 4.24 -1.01
C 3.04 3.47 -0.11
C 1.64 3.85 0.22
C 1.34 5.14 0.55
C 0.02 5.54 0.85
C -1.00 4.63 0.82
C -0.73 3.29 0.48
N -1.77 2.41 0.45
C -1.46 1.19 0.11
C -0.14 0.79 -0.22
N 0.87 1.61 -0.19
C 0.59 2.89 0.17
C 3.67 2.38 0.48
H 5.53 1.30 0.58
H 6.66 2.77 -1.05
H 3.29 5.08 -1.49
H 2.13 5.88 0.61
H -0.19 6.56 1.11
H -2.01 4.92 1.05
H -2.25 0.44 0.07
H 0.03 -0.24 -0.51
H 3.14 1.76 1.19
C -4.32 -3.54 2.04
C -4.92 -2.16 1.75
C -4.98 -1.85 0.25
C -3.66 -1.85 -0.36
N -2.60 -1.85 -0.80
H -3.29 -3.61 1.69
H -4.32 -3.74 3.11
H -4.90 -4.33 1.55
H -4.33 -1.39 2.25
H -5.93 -2.11 2.15
H -5.43 -0.87 0.08
H -5.60 -2.59 -0.27
C 0.71 -3.75 -2.63
C 1.12 -3.29 -1.24
C 1.66 -4.42 -0.37
C 0.66 -5.47 -0.15
N -0.14 -6.27 0.02
H -0.10 -4.48 -2.58
H 0.36 -2.91 -3.23
H 1.55 -4.21 -3.16
H 0.26 -2.83 -0.74
H 1.89 -2.52 -1.32
H 1.97 -4.05 0.61
H 2.54 -4.88 -0.83
```

* charge: 0
* F_max: 0.42 eV/A
* HOMO-LUMO gap: 8.5973 eV
* relative energy (zero: lowest compared OMol25 entry of this formula, charge and spin): 0.894 eV
* calculated total energy: -29600.424 eV
* SMILES: c1cncc(-c2cccc3nccnc23)c1.CCCC#N.CCCC#N
* M: 345.45 g mol⁻¹
* HOMO: -0.3239 Eh

Mulliken atomic charge list, values in e, 6 entries: C -0.51; C -0.24; N -0.63; C -0.42; C 0.35; C 0.62

***

Molecular formula: C7H21ClFeO5P2
Method: DFT, ωB97M-V/def2-TZVPD

Geometry as XYZ:
```
37
Properties=species:S:1:pos:R:3
Fe -0.12 -0.10 -0.03
H 1.28 0.08 -0.30
H 1.16 -0.06 0.57
P -0.06 -0.06 -2.39
P -0.68 -0.79 2.15
C -1.47 0.46 3.25
H -1.74 0.03 4.23
H -0.78 1.31 3.39
H -2.38 0.84 2.75
C -1.90 -2.17 2.18
H -1.48 -3.02 1.62
H -2.13 -2.48 3.22
H -2.82 -1.85 1.67
C 0.68 -1.44 3.21
H 1.42 -0.64 3.38
H 0.30 -1.81 4.18
H 1.18 -2.27 2.68
C -1.29 -1.19 -3.17
H -1.22 -1.17 -4.27
H -1.11 -2.21 -2.79
H -2.30 -0.88 -2.85
C -0.41 1.55 -3.22
H 0.34 2.29 -2.91
H -0.40 1.45 -4.32
H -1.40 1.91 -2.89
C 1.52 -0.59 -3.20
H 1.78 -1.59 -2.82
H 1.42 -0.61 -4.30
H 2.32 0.11 -2.91
C -0.52 1.76 0.22
O -0.80 2.89 0.36
H -1.72 -0.44 -0.30
O 2.83 2.29 2.24
Cl 2.69 2.16 0.73
O 2.42 3.52 0.11
O 3.97 1.58 0.14
O 1.40 1.13 0.38
```

* charge: +1
* F_max: 9.60 eV/A
* HOMO-LUMO gap (spin up / spin down): 6.6629 / 7.4528 eV
* spin multiplicity: 6
* calculated total energy: -83299.041 eV
* M: 338.49 g mol⁻¹
* <S²>: 8.801
* HOMO (spin up / spin down): -0.3839 / -0.5066 Eh

Mulliken atomic charge list, values in e, 6 entries: Fe -0.80; H 0.52; H 0.37; P 0.86; P 0.87; C -1.29

***

Molecular formula: C19H14Br3N5O4Sn
Method: DFT, ωB97M-V/def2-TZVPD

Geometry as XYZ:
```
46
Properties=species:S:1:pos:R:3
Sn 0.69 0.33 -0.40
Br 1.70 1.70 -3.62
C -0.10 1.19 -3.54
C -0.91 1.25 -4.67
C -2.24 0.89 -4.53
C -2.72 0.49 -3.29
C -1.84 0.45 -2.23
N -0.55 0.80 -2.36
C -2.30 0.06 -0.84
O -3.45 -0.16 -0.60
O -1.34 0.05 0.07
H -0.50 1.57 -5.61
H -2.90 0.92 -5.39
H -3.75 0.21 -3.13
Br 0.31 -5.42 -0.45
C 0.59 -4.47 1.08
C 0.89 -5.07 2.27
C 1.10 -4.30 3.42
Br 1.45 -5.22 4.96
C 1.05 -2.86 3.43
C 1.30 -2.08 4.57
C 1.23 -0.71 4.46
C 0.93 -0.15 3.22
N 0.68 -0.87 2.13
C 0.74 -2.19 2.24
C 0.46 -2.97 0.99
O 0.15 -2.44 -0.05
H 0.96 -6.15 2.34
H 1.54 -2.54 5.52
H 1.42 -0.07 5.31
H 0.90 0.93 3.09
C -1.32 5.52 1.22
N -0.39 4.44 0.93
C 1.01 4.65 0.58
C 1.48 3.22 0.35
O 2.58 2.85 0.04
N 0.39 2.37 0.53
C -0.68 3.15 0.86
N -1.88 2.64 1.11
H -0.77 6.34 1.67
H -2.06 5.20 1.94
H -1.81 5.88 0.31
H 1.57 5.11 1.39
H 1.13 5.24 -0.33
H -2.00 1.63 1.05
H -2.67 3.22 1.29
```

* charge: +2
* F_max: 0.32 eV/A
* HOMO-LUMO gap: 4.7342 eV
* relative energy (zero: lowest compared OMol25 entry of this formula, charge and spin): 0.000 eV
* calculated total energy: -251516.592 eV
* M: 734.78 g mol⁻¹
* HOMO: -0.5203 Eh

Mulliken atomic charge list, values in e, 6 entries: Sn 0.82; Br -0.08; C 0.26; C -0.62; C -0.27; C -0.84